9 unconnected molecules or ions with the total composition C46H117N7O18 at a distorted geometry. Source: the OMol25 dataset; level of theory: ωB97M-V/def2-TZVPD.

Structure (XYZ):
```
188
Properties=species:S:1:pos:R:3:forces:R:3:lowdin_charge:R:1
C 0.789 -0.143 -0.891 -0.4 -1.5 -1.7 -0.21
C 1.400 0.416 0.340 -0.7 0.0 0.7 -0.24
O 1.052 1.777 0.371 0.2 0.8 0.2 -0.08
O 1.386 0.352 -2.120 -0.5 0.2 1.1 -0.08
H -0.274 0.092 -0.941 0.0 0.6 0.1 0.12
H 0.731 -1.229 -0.957 0.6 -0.2 0.4 0.10
H 2.481 0.310 0.438 0.2 -0.4 -0.2 0.12
H 0.920 -0.025 1.214 0.2 -0.3 0.1 0.11
H 1.194 2.049 -0.539 0.1 0.4 0.1 0.02
H 2.207 -0.134 -2.225 0.3 0.0 -0.5 0.05
C 5.822 -1.016 3.016 -1.7 -0.2 1.6 -0.21
C 6.446 -1.837 4.169 0.0 -0.7 -0.6 -0.24
O 7.716 -2.102 3.671 1.9 0.1 -0.5 -0.06
O 5.754 -1.643 1.718 0.8 -0.1 1.2 -0.07
H 6.479 -0.148 3.064 -0.2 0.3 -0.6 0.12
H 4.799 -0.755 3.287 -0.1 0.5 0.1 0.10
H 6.168 -2.847 4.469 -1.7 0.1 -0.2 0.12
H 6.517 -1.269 5.097 -0.1 0.5 -0.2 0.10
H 7.493 -2.170 2.740 1.0 -0.4 -0.5 0.07
H 5.313 -0.992 1.167 0.1 0.1 -0.4 0.07
C -4.182 -1.034 -2.261 -1.3 -1.0 -1.0 -0.14
O -4.783 0.198 -2.168 0.2 4.2 0.7 -0.21
C -4.293 1.201 -1.220 -1.8 -2.0 1.5 -0.14
C -4.657 0.704 0.243 0.3 -0.3 -1.0 -0.17
N -6.075 0.681 0.671 0.9 2.0 -0.9 -0.05
C -6.312 0.145 1.960 -1.0 -1.0 1.3 -0.24
C -7.790 -0.205 2.123 1.0 -0.7 -2.8 -0.16
O -8.071 -1.101 0.957 -0.9 1.4 2.1 -0.21
C -9.474 -1.251 0.878 -0.2 -1.4 -1.1 -0.14
H -4.871 -1.740 -1.798 0.6 -0.5 0.9 0.09
H -3.128 -1.148 -2.005 0.0 0.2 0.1 0.08
H -4.411 -1.241 -3.306 1.0 -0.6 -0.4 0.09
H -4.779 2.171 -1.328 -0.6 -0.3 -0.7 0.11
H -3.235 1.449 -1.299 0.3 -0.7 -0.1 0.10
H -3.954 1.286 0.839 -0.7 0.3 0.8 0.10
H -4.303 -0.320 0.361 0.5 -0.4 -0.2 0.09
H -6.749 0.328 0.006 0.5 -0.2 -0.3 0.11
H -6.190 0.850 2.783 0.9 0.2 0.0 0.12
H -5.748 -0.771 2.137 0.4 -0.1 0.3 0.10
H -8.280 0.749 1.928 -0.7 -0.1 0.3 0.12
H -8.088 -0.714 3.039 0.2 0.3 0.1 0.12
H -9.907 -2.006 1.534 0.3 0.1 0.9 0.08
H -9.647 -1.741 -0.080 -0.2 0.5 -0.4 0.08
H -10.073 -0.346 0.979 0.3 0.3 -0.1 0.09
C 1.733 3.550 -6.820 -0.8 -1.0 0.5 -0.08
O 2.737 2.654 -6.392 1.0 0.5 -2.9 -0.21
C 2.643 2.018 -5.193 1.7 -0.1 1.5 -0.22
C 4.071 1.208 -4.983 -3.4 1.9 0.9 -0.14
N 4.030 0.549 -3.642 0.9 -1.6 -2.6 -0.06
C 5.314 -0.225 -3.561 -1.4 2.8 1.9 -0.20
C 5.586 -0.599 -2.081 2.7 -1.2 -1.5 -0.19
O 5.878 0.306 -1.001 -1.3 -0.7 -0.7 -0.21
C 6.763 1.392 -1.216 -1.2 0.0 -0.1 -0.09
H 1.927 4.033 -7.778 0.8 -0.1 0.2 0.09
H 1.532 4.294 -6.049 -0.1 0.2 0.1 0.08
H 0.840 2.957 -7.016 -0.5 0.1 0.3 0.07
H 1.756 1.408 -5.022 0.0 -0.7 -0.5 0.12
H 2.517 2.825 -4.472 0.4 0.0 1.0 0.10
H 4.897 1.918 -5.010 0.0 0.4 -0.1 0.10
H 4.178 0.597 -5.880 -0.1 -0.7 0.5 0.11
H 4.006 1.268 -2.934 0.3 0.1 0.1 0.10
H 6.082 0.445 -3.948 0.7 0.2 0.3 0.09
H 5.430 -1.064 -4.248 -0.9 -0.4 0.4 0.12
H 6.543 -1.066 -2.313 0.5 -0.8 0.6 0.11
H 4.943 -1.421 -1.766 -0.3 0.6 0.4 0.12
H 6.572 1.965 -0.308 0.5 0.4 -0.2 0.09
H 6.420 1.940 -2.093 0.2 0.4 0.0 0.08
H 7.821 1.159 -1.336 0.0 -0.4 0.1 0.09
C -2.526 2.171 -5.529 0.6 -0.5 0.0 -0.08
O -1.990 1.881 -6.842 -1.7 0.8 1.2 -0.16
C -2.194 0.546 -7.157 -0.5 -1.6 0.4 -0.30
C -2.075 0.344 -8.584 2.5 0.6 -2.3 -0.24
N -0.746 0.800 -9.028 0.5 -1.7 0.8 -0.08
C -0.594 0.604 -10.461 2.8 2.7 0.7 -0.16
C 0.762 1.300 -10.972 -0.9 -0.4 0.0 -0.22
O 0.566 2.690 -11.058 0.7 1.4 0.2 -0.20
C 1.743 3.376 -11.534 -0.3 -0.7 -0.7 -0.10
H -3.507 1.770 -5.276 -0.4 -0.1 -0.9 0.08
H -2.581 3.245 -5.351 0.5 -0.1 -0.2 0.09
H -1.900 1.623 -4.824 0.4 0.5 0.4 0.08
H -3.180 0.089 -7.070 -0.8 0.7 1.5 0.13
H -1.511 -0.111 -6.618 0.3 0.0 0.2 0.13
H -2.885 0.828 -9.129 -0.3 0.5 -0.1 0.12
H -2.149 -0.702 -8.882 0.0 -0.3 0.4 0.13
H -0.438 1.694 -8.674 -0.5 0.1 -0.2 0.09
H -1.429 1.255 -10.722 -0.3 -1.0 -2.3 0.12
H -0.418 -0.448 -10.689 -1.1 0.0 -0.3 0.12
H 1.131 0.953 -11.937 -0.7 -0.4 -0.6 0.11
H 1.632 1.058 -10.361 -0.2 0.0 0.9 0.11
H 2.645 3.148 -10.966 -0.1 -0.1 0.4 0.08
H 1.660 4.456 -11.653 -0.7 0.0 0.7 0.08
H 1.937 3.070 -12.562 0.1 -0.4 -0.2 0.08
C 5.709 -1.167 7.756 0.5 -0.1 2.1 -0.13
O 6.090 0.083 7.236 1.1 -1.5 0.7 -0.18
C 5.060 0.583 6.502 0.4 1.7 -1.5 -0.27
C 5.570 1.869 5.690 -2.5 -1.4 1.7 -0.15
N 4.446 2.052 4.767 1.2 1.4 -1.8 -0.08
C 4.745 2.834 3.532 -3.0 -1.0 -0.1 -0.15
C 3.322 2.962 2.724 3.2 0.8 -0.1 -0.18
O 2.493 3.974 3.277 0.9 -1.5 1.5 -0.17
C 1.493 4.400 2.428 0.1 0.2 -2.2 -0.14
H 6.549 -1.629 8.276 0.5 -0.2 -0.8 0.09
H 5.196 -1.864 7.093 0.2 0.2 -0.5 0.09
H 5.086 -1.035 8.640 -0.9 0.3 -0.1 0.08
H 4.198 0.791 7.135 -0.2 0.6 0.2 0.12
H 4.689 -0.187 5.825 0.0 0.1 -0.6 0.09
H 6.563 1.739 5.261 -0.3 -0.3 -0.4 0.12
H 5.622 2.692 6.403 0.3 0.2 0.1 0.11
H 3.677 2.550 5.194 0.0 -0.1 0.5 0.11
H 5.483 2.296 2.938 -0.3 -0.3 -0.2 0.09
H 5.145 3.847 3.595 -0.1 0.3 0.7 0.11
H 2.871 2.003 2.465 -0.5 -0.1 0.7 0.10
H 3.760 3.284 1.779 -0.5 0.5 -0.7 0.10
H 0.822 5.133 2.876 0.2 -0.2 0.2 0.09
H 0.978 3.606 1.887 -0.5 -0.4 0.7 0.06
H 1.984 4.835 1.557 0.0 0.8 -0.2 0.09
C -1.595 -3.474 -0.218 -0.5 0.2 2.6 -0.14
O -0.444 -3.288 -0.935 0.5 -0.6 -1.1 -0.18
C 0.245 -4.509 -1.106 0.3 -0.4 -1.7 -0.24
C 1.172 -4.883 0.013 0.0 1.8 -0.3 -0.16
N 2.023 -3.663 0.083 -3.3 -1.9 -1.3 -0.07
C 3.165 -3.832 0.833 2.0 1.9 0.4 -0.23
C 2.968 -3.250 2.232 0.3 -0.9 0.0 -0.20
O 1.994 -2.220 2.243 -0.2 0.3 1.1 -0.22
C 1.749 -1.864 3.632 -0.5 0.8 -1.5 -0.05
H -2.245 -2.603 -0.307 -0.2 -0.3 -0.3 0.08
H -1.315 -3.550 0.833 0.0 0.6 0.7 0.07
H -2.085 -4.446 -0.248 -0.4 -0.1 -1.4 0.09
H 0.910 -4.338 -1.952 0.0 0.0 -0.1 0.12
H -0.445 -5.289 -1.428 -0.3 -0.2 0.3 0.12
H 1.803 -5.718 -0.290 -0.3 -0.2 0.2 0.12
H 0.626 -5.017 0.947 0.1 -0.6 0.2 0.12
H 1.441 -2.999 0.573 -0.1 0.5 -0.4 0.08
H 3.821 -3.184 0.252 1.3 -0.1 0.7 0.10
H 3.580 -4.840 0.819 -0.1 0.0 0.2 0.13
H 3.943 -2.870 2.536 -0.1 -0.2 0.7 0.10
H 2.530 -4.028 2.856 0.6 -0.3 0.5 0.12
H 2.583 -1.236 3.946 0.2 -0.5 0.6 0.08
H 1.477 -2.723 4.244 0.6 -0.2 0.1 0.09
H 0.875 -1.214 3.668 -0.1 0.1 -0.3 0.07
C -3.247 -2.288 3.257 -1.3 0.2 0.6 -0.05
O -4.574 -2.737 3.661 2.9 0.6 1.7 -0.22
C -5.215 -3.742 2.966 -1.2 0.8 -1.2 -0.25
C -6.543 -3.968 3.740 1.5 0.4 -0.8 -0.16
N -6.309 -4.325 5.158 -0.9 -0.1 -1.4 -0.04
C -6.166 -5.733 5.551 -0.6 1.0 0.5 -0.20
C -4.760 -6.204 5.343 -0.1 -1.0 -0.8 -0.26
O -3.836 -5.206 5.651 1.3 0.4 0.8 -0.21
C -3.427 -4.951 7.043 -0.5 -0.7 -1.4 -0.04
H -3.353 -1.692 2.351 0.2 0.0 -0.2 0.07
H -2.442 -3.016 3.159 -0.5 -0.7 -0.2 0.08
H -2.910 -1.634 4.062 -0.2 0.2 0.0 0.08
H -4.663 -4.639 2.683 0.5 -0.2 0.7 0.12
H -5.419 -3.218 2.033 -0.7 -0.6 -0.9 0.11
H -7.143 -4.563 3.051 -0.3 -0.9 0.8 0.12
H -7.004 -2.983 3.665 -0.2 0.1 0.5 0.09
H -5.419 -3.891 5.352 0.1 0.3 0.3 0.07
H -6.871 -6.356 5.002 -0.1 -0.1 0.2 0.12
H -6.423 -5.685 6.609 -0.1 -0.6 0.2 0.11
H -4.725 -6.464 4.285 0.6 0.8 -0.5 0.11
H -4.517 -7.208 5.691 0.0 0.0 1.2 0.12
H -3.952 -5.617 7.727 -0.1 0.1 0.1 0.09
H -3.622 -3.900 7.257 -0.2 -0.1 0.1 0.09
H -2.355 -5.132 7.118 0.0 -0.1 0.0 0.08
C 0.902 4.155 -1.610 -1.1 0.6 0.4 -0.09
O 0.113 4.792 -0.591 -1.5 0.3 -0.4 -0.19
C -1.361 4.620 -0.737 1.2 -0.2 -1.0 -0.19
C -2.162 5.557 0.107 0.5 -1.2 1.2 -0.20
N -2.103 5.178 1.503 1.8 1.8 1.6 -0.06
C -1.985 3.801 1.895 -0.8 0.0 -0.8 -0.24
C -1.802 3.614 3.344 -1.3 0.5 2.4 -0.24
O -1.974 2.260 3.702 -0.3 -0.1 -0.5 -0.17
C -0.884 1.428 3.926 0.3 -0.4 0.8 -0.11
H 1.939 4.451 -1.449 -0.1 -0.2 0.2 0.10
H 0.610 4.499 -2.603 -0.1 0.1 -0.2 0.08
H 0.749 3.076 -1.584 0.1 0.1 -0.4 0.06
H -1.563 3.580 -0.481 -0.2 -0.1 -0.3 0.10
H -1.749 4.889 -1.720 0.8 -0.5 -0.8 0.12
H -3.231 5.514 -0.102 0.1 0.2 -1.0 0.12
H -1.707 6.540 -0.014 -0.6 0.2 0.1 0.13
H -1.283 5.667 1.832 0.1 0.1 0.6 0.09
H -1.153 3.205 1.520 -0.1 -0.1 -1.2 0.11
H -2.995 3.467 1.659 0.3 -1.3 -0.2 0.13
H -2.617 4.068 3.907 -0.2 0.5 -0.2 0.13
H -0.919 4.088 3.773 0.5 -0.3 -0.2 0.11
H -0.819 1.236 4.997 0.2 0.1 0.4 0.08
H 0.083 1.832 3.629 0.0 0.0 -0.4 0.09
H -1.095 0.446 3.503 0.2 0.0 -0.5 0.07
```
Positions in Å, forces in eV/Å.

Values from the calculation:
Max |F| in eV/Å: 4.22
Total energy in eV: -96865.6584
Energy relative to the best compared isomer or geometry (same formula, charge and spin) in kcal/mol: 222.6
Structure (SMILES): COCCNCCOC.COCCNCCOC.COCCNCCOC.COCCNCCOC.COCCNCCOC.COCCNCCOC.COCCNCCOC.OCCO.OCCO
LUMO in eV: 0.5
Total charge: 0
Gap between HOMO and LUMO in eV: 8.648



A single C5H7N molecule at a distorted geometry. Source: the OMol25 dataset; level of theory: ωB97M-V/def2-TZVPD.

Structure (XYZ):
```
13
Properties=species:S:1:pos:R:3:forces:R:3:lowdin_charge:R:1
C 0.048 -1.848 -0.230 0.3 1.1 -1.5 -0.09
C 0.860 -1.444 0.796 1.4 0.8 -0.2 -0.14
N 0.964 -0.049 0.740 -2.0 0.8 0.3 0.03
C 0.020 0.427 -0.145 1.0 -0.8 -1.5 -0.35
C -0.319 -0.635 -0.956 -1.5 0.0 2.0 -0.07
C -0.586 1.789 -0.183 0.1 0.0 -0.4 -0.04
H -0.312 -2.791 -0.608 0.6 -0.4 0.5 0.09
H 1.719 -1.791 1.364 -0.8 -1.2 0.1 0.10
H 1.106 0.495 1.574 0.4 -0.2 0.2 0.14
H -1.119 -0.500 -1.675 0.2 -0.5 -0.2 0.10
H -0.642 2.210 0.822 0.1 0.3 -0.2 0.08
H -1.593 1.667 -0.575 -0.3 0.0 0.3 0.07
H -0.146 2.470 -0.923 0.4 0.0 0.5 0.08
```
Positions in Å, forces in eV/Å.

Values from the calculation:
Max |F| in eV/Å: 2.53
Total energy in eV: -6787.5380
Energy relative to the best compared isomer or geometry (same formula, charge and spin) in kcal/mol: 22.5
Structure (SMILES): Cc1ccc[nH]1
LUMO in eV: 1.1
Total charge: 0
Gap between HOMO and LUMO in eV: 9.080



A molecular structure, C18H41N2O5PtSi4Te at a distorted geometry. Source: the OMol25 dataset; level of theory: ωB97M-V/def2-TZVPD.

Structure (XYZ):
```
72
Properties=species:S:1:pos:R:3:forces:R:3:lowdin_charge:R:1
Pt -1.246 1.105 -0.660 -1.1 -0.1 -0.4 0.92
O -0.976 0.015 -3.120 -0.2 -0.4 0.2 -0.18
C -0.882 1.101 -4.027 -0.2 0.4 -0.4 -0.21
C -2.041 2.084 -3.857 0.3 -0.4 -0.1 -0.13
N -2.012 2.701 -2.536 0.2 -0.3 0.2 -0.20
C -3.334 2.916 -1.976 -0.7 -0.5 0.2 -0.09
C -4.023 1.524 -1.728 -0.5 1.8 -1.0 -0.67
O -5.122 1.322 -2.191 -0.2 -0.1 0.0 0.08
O -3.332 0.697 -1.056 1.7 -0.9 1.2 -0.16
C -1.096 3.834 -2.427 0.6 0.2 0.3 -0.07
C -0.075 3.445 -1.321 0.0 0.9 -1.6 -0.77
O 1.082 3.178 -1.677 0.5 0.0 -0.1 -0.18
O -0.537 3.303 -0.168 -0.8 -0.6 1.2 -0.13
H -1.826 -0.428 -3.248 0.0 0.0 0.0 0.10
H -0.859 0.725 -5.057 0.0 0.1 0.1 0.13
H 0.069 1.594 -3.808 0.0 0.0 -0.1 0.11
H -2.980 1.536 -3.966 0.0 0.1 0.0 0.14
H -2.002 2.849 -4.641 0.0 -0.1 0.0 0.14
H -3.976 3.512 -2.641 0.1 -0.1 0.1 0.14
H -3.224 3.424 -1.015 0.0 0.0 -0.1 0.11
H -1.616 4.754 -2.147 0.0 -0.1 -0.1 0.14
H -0.561 3.986 -3.366 -0.1 0.0 0.1 0.13
C 3.467 0.679 2.509 0.0 -0.6 -0.5 -0.20
Si 3.787 -0.692 1.229 0.1 0.0 0.1 0.56
C 4.424 -2.363 1.891 -0.4 0.6 -0.2 -0.18
C 4.789 -0.080 -0.270 -0.7 -0.2 0.4 -0.22
Si 1.168 -1.314 0.558 0.3 -0.6 0.2 0.28
Te 1.302 0.780 -0.844 0.6 0.1 -0.1 1.03
Si 0.863 -2.963 -1.288 0.1 0.0 -0.2 0.44
C 1.820 -4.523 -0.745 -0.4 0.6 -0.1 -0.20
C -1.000 -3.278 -1.536 0.6 0.2 0.2 -0.19
C 1.648 -2.226 -2.862 -0.2 -0.1 0.6 -0.23
Si 0.000 -1.947 2.637 -0.3 -0.2 0.7 0.44
C -0.243 -0.532 3.897 0.1 -0.3 -0.6 -0.20
C -1.658 -2.701 2.064 0.7 0.4 0.0 -0.20
C 1.050 -3.285 3.522 -0.2 0.5 -0.6 -0.21
H 4.388 1.153 2.835 0.3 0.0 0.0 0.04
H 2.967 0.300 3.394 -0.1 -0.2 0.1 0.02
H 2.844 1.455 2.074 -0.1 0.1 -0.1 0.02
H 5.444 -2.259 2.252 0.2 0.2 0.0 0.04
H 4.437 -3.126 1.119 0.0 0.0 -0.2 0.02
H 3.827 -2.739 2.715 -0.2 0.0 0.1 0.01
H 5.861 -0.108 -0.087 0.1 -0.1 0.3 0.04
H 4.531 0.946 -0.518 -0.1 0.1 0.0 0.01
H 4.599 -0.685 -1.152 0.0 -0.2 -0.1 0.02
H 1.380 -4.990 0.129 -0.1 -0.1 0.2 0.02
H 2.858 -4.306 -0.515 0.2 0.1 0.0 0.01
H 1.815 -5.261 -1.542 -0.1 -0.1 -0.2 0.04
H -1.411 -3.916 -0.761 0.0 -0.1 0.2 0.02
H -1.189 -3.771 -2.486 0.1 -0.1 -0.2 0.04
H -1.564 -2.348 -1.527 0.0 0.2 0.0 0.01
H 2.656 -1.866 -2.674 0.2 0.0 0.1 0.01
H 1.060 -1.386 -3.218 -0.1 0.1 0.0 -0.01
H 1.707 -2.954 -3.667 -0.1 -0.2 0.0 0.04
H -1.092 0.092 3.642 -0.1 0.0 -0.1 -0.01
H 0.625 0.116 3.955 0.2 0.1 0.0 0.01
H -0.416 -0.937 4.891 0.0 -0.2 0.1 0.04
H -2.192 -2.030 1.397 -0.1 0.1 -0.1 0.02
H -2.312 -2.909 2.906 0.0 0.0 0.3 0.04
H -1.500 -3.640 1.542 0.1 -0.1 -0.1 0.02
H 1.887 -2.855 4.062 0.2 0.2 0.1 0.02
H 1.440 -4.033 2.842 0.1 -0.2 -0.2 0.02
H 0.440 -3.805 4.255 -0.3 0.0 0.1 0.04
C -2.873 4.412 1.889 0.1 0.1 -0.1 -0.07
C -2.708 3.161 2.758 -0.4 0.8 0.5 -0.19
C -2.192 2.045 2.032 0.5 -1.2 -0.3 -0.16
N -1.750 1.112 1.517 -0.3 0.5 0.1 0.08
H -3.155 5.251 2.521 0.0 0.0 0.0 0.08
H -3.652 4.276 1.142 0.0 0.0 0.0 0.08
H -1.935 4.642 1.386 -0.1 0.0 0.0 0.07
H -3.671 2.868 3.189 0.2 0.0 0.1 0.14
H -1.999 3.366 3.567 -0.2 -0.1 0.0 0.14
```
Positions in Å, forces in eV/Å.

Values from the calculation:
Max |F| in eV/Å: 2.25
Total energy in eV: -74592.2037
2S+1: 5
Energy relative to the best compared isomer or geometry (same formula, charge and spin) in kcal/mol: 37.3
LUMO (alpha / beta) in eV: -2.7 / -6.0
Total charge: +1
Gap between HOMO and LUMO (alpha / beta) in eV: 8.011 / 5.491